Entry 1:
Here is an isolated molecule of C6H8N2S at a distorted geometry from the Open Molecules 2025 dataset. Energies are from ωB97M-V/def2-TZVPD.

The energy above the lowest of the compared OMol25 structures with the same formula, charge and spin comes out at 1.8749 eV. The HOMO-LUMO gap is 9.91 eV. The value obtained for the HOMO energy is -0.33734 Ha. Its SMILES is S[C@H]1CCn2nccc21. As for the LUMO energy: 0.7 eV.

```
17
Properties=species:S:1:pos:R:3:nbo_charge:R:1
N -2.24 0.12 -0.62 -0.256
H -3.46 -1.56 -0.12 0.205
C -0.13 1.44 -0.66 -0.193
C -2.50 -1.10 -0.22 -0.052
C -1.40 -1.67 0.43 -0.359
N -0.93 0.24 -0.49 -0.187
H -1.50 -2.60 1.01 0.235
H 0.17 1.54 -1.80 0.207
C -0.37 -0.79 0.21 0.159
H 3.53 -0.72 0.03 0.111
H 1.98 1.52 -0.32 0.234
C 1.16 1.23 0.27 -0.447
H 1.58 -0.63 1.49 0.236
C 1.25 -0.21 0.58 -0.281
H -0.62 2.34 -0.33 0.220
S 2.43 -1.01 -0.62 -0.053
H 1.04 1.85 1.17 0.221
```

Entry 2:
Here is an isolated molecule of C3H3FP2 at a distorted geometry from the Open Molecules 2025 dataset. Energies are from ωB97M-V/def2-TZVPD.

The energy above the lowest of the compared OMol25 structures with the same formula, charge and spin comes out at 3.1164 eV. The HOMO-LUMO gap (alpha / beta) is 7.97 / 6.48 eV. The value obtained for the HOMO energy (alpha / beta) is -0.32402 / -0.28357 Ha. As for the LUMO energy (alpha / beta): -0.8 / -1.2 eV.

```
9
Properties=species:S:1:pos:R:3:nbo_charge:R:1
H 2.03 0.53 0.74 0.261
H 2.03 -1.01 -0.07 0.274
H -1.60 1.12 -1.38 0.267
C 1.44 -0.26 0.49 -1.174
P 0.40 -1.08 1.67 0.536
P 0.82 0.66 -1.07 0.664
C -0.85 0.53 -0.83 -0.844
F -2.79 -0.28 0.35 -0.340
C -1.46 -0.21 0.11 0.357
```

Entry 3:
Here is a structure of composition C15H6BrF5O4Pd at a distorted geometry from the Open Molecules 2025 dataset. Energies are from ωB97M-V/def2-TZVPD.

Its net charge is -2. The HOMO-LUMO gap (alpha / beta) is 5.02 / 5.11 eV. Its spin multiplicity is 3. The value obtained for the HOMO energy (alpha / beta) is -0.02915 / -0.03252 Ha. As for the LUMO energy (alpha / beta): 4.2 / 4.2 eV.

```
32
Properties=species:S:1:pos:R:3:nbo_charge:R:1
Pd -2.39 -0.30 0.56 0.451
O -1.79 -2.96 1.69 -0.645
C -1.49 -1.96 1.10 0.533
H -4.51 -1.53 1.71 0.130
H 2.04 -2.36 1.43 0.223
Br 4.83 1.00 -2.30 -0.019
C -2.94 1.64 -0.30 0.028
C 4.64 -0.82 -0.14 -0.319
C 3.94 -1.64 0.75 -0.229
C -4.18 -1.14 0.76 -0.563
C -0.89 3.07 0.71 -0.025
C 2.57 -1.72 0.73 -0.156
F -2.56 1.95 2.08 -0.372
O -2.51 1.06 -2.61 -0.629
C -2.18 1.23 -1.44 0.428
C 2.52 -0.14 -1.12 -0.251
H -4.59 -1.65 -0.11 0.126
C -0.67 1.61 0.45 0.101
F 0.17 1.63 -1.79 -0.356
F -4.15 2.26 -0.50 -0.352
C -2.06 2.16 0.78 0.178
C 1.81 -0.97 -0.21 -0.168
H 4.50 -2.22 1.48 0.195
O -0.42 -0.41 -1.05 -0.520
F -0.85 3.87 -0.46 -0.417
H 1.98 0.45 -1.84 0.257
C -0.71 0.98 -0.93 0.479
H 5.72 -0.75 -0.13 0.206
C 3.88 -0.10 -1.06 -0.046
C 0.42 -1.08 -0.21 0.670
O -0.15 -2.03 0.55 -0.568
F 0.00 0.86 1.44 -0.371
```

Entry 4:
Here is an isolated molecule of C4H10N2O2 at a distorted geometry from the Open Molecules 2025 dataset. Energies are from ωB97M-V/def2-TZVPD.

The energy above the lowest of the compared OMol25 structures with the same formula, charge and spin comes out at 5.0402 eV. The HOMO-LUMO gap is 6.95 eV. The value obtained for the HOMO energy is -0.31332 Ha. As for the LUMO energy: -1.6 eV.

```
18
Properties=species:S:1:pos:R:3:nbo_charge:R:1
C -0.07 0.89 0.58 0.306
H -1.67 -0.23 -1.14 0.110
H 2.59 -0.04 1.06 0.221
N -0.41 -1.57 0.60 -0.815
H -0.64 2.39 -0.41 0.430
H 0.48 -0.11 -1.59 0.509
C 0.58 -0.44 0.44 0.261
H 2.13 -1.74 1.25 0.253
H -1.28 -1.17 0.95 0.342
H -2.45 1.28 -1.62 0.134
C 1.77 -0.71 1.30 -0.611
O -0.57 0.95 -2.38 -0.822
H 0.21 1.51 1.43 0.199
H -0.59 -1.95 -0.32 0.395
C -1.46 0.82 -1.42 0.104
O 0.99 -0.75 -0.95 -0.742
N -1.00 1.47 -0.11 -0.480
H 1.41 -0.61 2.33 0.205
```

Entry 5:
Here is a cluster of 2 separate species, C2BrO4 in total at a distorted geometry from the Open Molecules 2025 dataset. Energies are from ωB97M-V/def2-TZVPD.

The energy above the lowest of the compared OMol25 structures with the same formula, charge and spin comes out at 1.3311 eV. Its net charge is -1. The HOMO-LUMO gap is 8.94 eV. The value obtained for the HOMO energy is -0.19576 Ha. As for the LUMO energy: 3.6 eV.

```
7
Properties=species:S:1:pos:R:3:nbo_charge:R:1
O -0.59 -1.00 -0.12 -0.786
O -1.72 1.57 -0.20 -0.573
C -0.84 1.06 -0.78 1.062
Br 0.72 0.01 2.21 -0.398
O 1.70 -1.62 0.07 -0.582
C 0.70 -1.13 0.39 0.863
O 0.03 1.11 -1.57 -0.585
```

Entry 6:
Here is a cluster of 10 separate species, C5H31NO9 in total at a distorted geometry from the Open Molecules 2025 dataset. Energies are from ωB97M-V/def2-TZVPD.

The energy above the lowest of the compared OMol25 structures with the same formula, charge and spin comes out at 0.0000 eV. The HOMO-LUMO gap is 10.17 eV. The value obtained for the HOMO energy is -0.36054 Ha. Its SMILES is CCNC(C)C.O.O.O.O.O.O.O.O.O. As for the LUMO energy: 0.4 eV.

```
46
Properties=species:S:1:pos:R:3:nbo_charge:R:1
H 2.64 1.54 0.08 0.459
H 2.18 -2.67 0.81 0.520
O 2.20 -0.88 4.29 -0.946
O 1.90 -0.13 -1.71 -1.019
H -3.66 -1.11 0.54 0.210
H -1.37 2.19 2.35 0.208
H 1.82 -1.47 3.62 0.488
N -1.63 0.66 0.09 -0.679
H -1.38 0.24 2.14 0.180
H -3.04 0.25 -1.21 0.499
H -2.55 2.29 -1.79 0.222
H 3.45 -0.21 3.09 0.498
C -3.22 -0.67 1.45 -0.632
H 1.00 -0.46 -4.67 0.479
C -1.51 2.79 1.46 -0.634
H -0.55 3.21 1.15 0.214
H -1.23 -1.00 -1.96 0.481
O -1.41 -1.32 -2.87 -0.972
H -2.34 -0.99 -2.99 0.516
O -3.65 -0.04 -1.92 -0.998
H 0.98 -3.12 -1.29 0.484
H 3.35 -3.32 1.67 0.486
C -2.17 2.02 0.32 -0.055
H 1.48 0.03 -2.60 0.511
H 3.35 -1.18 1.87 0.494
H 2.80 0.22 -1.75 0.497
H -0.96 2.89 -1.27 0.208
C -1.77 -0.25 1.24 -0.221
H 1.79 -1.77 -1.15 0.515
H -1.16 -1.14 1.03 0.200
H 2.53 -1.52 4.93 0.474
O 2.61 -2.71 1.70 -1.000
H -2.11 3.66 1.72 0.217
H -0.26 -0.33 -3.75 0.511
O 1.74 -2.71 -0.88 -1.000
H -3.88 0.17 1.72 0.204
H 3.75 1.06 1.07 0.507
H -2.40 3.81 -0.93 0.214
H -3.32 -1.43 2.26 0.223
O 3.74 -0.31 2.16 -1.021
C -2.01 2.80 -0.99 -0.615
O 3.54 1.71 0.36 -0.993
H -4.51 0.03 -1.50 0.477
H -0.63 0.69 -0.14 0.381
O 0.59 0.11 -4.02 -0.979
H -3.26 1.96 0.49 0.186
```

Sequential energy output: -20165.1663 -24449.3742 -110945.2778 -11381.8626 -80309.0386 -25607.2416 eV